Here is a 14-piece molecular cluster, C33H92N20O17 overall from the Open Molecules 2025 dataset. Energies are from ωB97M-V/def2-TZVPD.

Structure (ORCA input):
```
! wB97M-V def2-TZVPD RIJCOSX def2/J DEFGRID3
* xyz 0 1
C 6.291 -3.264 -1.297
C 5.127 -2.718 -0.472
C 4.338 -3.940 0.057
C 3.525 -3.713 1.335
C 4.327 -2.937 2.367
C 5.000 -1.650 1.878
N 5.723 -2.008 0.659
O 6.543 -0.917 0.201
C 3.909 -0.607 1.575
C 5.948 -1.186 2.959
C 4.221 -1.851 -1.328
H 6.679 -2.497 -1.976
H 5.985 -4.102 -1.930
H 7.142 -3.596 -0.702
H 3.696 -4.279 -0.757
H 5.085 -4.705 0.296
H 3.233 -4.660 1.795
H 2.575 -3.242 1.063
H 5.111 -3.604 2.737
H 3.665 -2.649 3.191
H 4.206 0.160 0.860
H 3.006 -1.094 1.202
H 3.566 -0.110 2.485
H 5.358 -0.763 3.777
H 6.520 -2.017 3.366
H 6.567 -0.363 2.603
H 3.300 -1.556 -0.830
H 4.043 -2.263 -2.326
H 4.684 -0.883 -1.565
H 7.410 -1.300 0.369
C -0.267 -0.379 1.428
C -0.301 -0.611 -0.093
C -1.725 -0.915 -0.607
C -2.473 0.203 -1.366
C -2.027 1.584 -0.926
C -0.483 1.758 -0.989
N 0.226 0.481 -0.872
O 1.617 0.611 -0.688
C -0.155 2.288 -2.385
C -0.054 2.768 0.079
C 0.511 -1.886 -0.306
H -0.889 0.476 1.715
H 0.723 0.033 1.671
H -0.444 -1.258 2.036
H -1.579 -1.733 -1.317
H -2.439 -1.288 0.127
H -3.540 0.012 -1.283
H -2.186 0.134 -2.420
H -2.425 1.913 0.039
H -2.386 2.347 -1.623
H -0.540 1.557 -3.101
H -0.600 3.252 -2.619
H 0.931 2.311 -2.520
H 1.037 2.872 0.034
H -0.454 3.774 -0.060
H -0.267 2.407 1.087
H 0.102 -2.746 0.232
H 1.533 -1.758 0.048
H 0.563 -2.196 -1.358
H 2.012 0.415 -1.548
C 2.301 1.990 1.540
C 1.553 3.226 2.000
O 2.423 4.261 2.437
O 3.171 1.491 2.546
H 2.828 2.127 0.591
H 1.557 1.209 1.345
H 0.876 2.914 2.808
H 0.896 3.621 1.224
H 2.815 3.939 3.256
H 4.048 1.876 2.462
C -6.263 -1.342 -4.113
C -5.541 -1.281 -2.757
O -5.904 -2.323 -1.876
O -7.622 -0.953 -4.075
H -6.168 -2.396 -4.413
H -5.738 -0.696 -4.813
H -5.758 -0.296 -2.324
H -4.489 -1.327 -3.039
H -6.857 -2.389 -1.774
H -8.010 -1.259 -3.251
C -4.985 -1.803 1.470
C -5.603 -0.442 1.352
O -5.298 0.363 2.470
O -5.142 -2.296 2.827
H -3.928 -1.927 1.244
H -5.549 -2.508 0.852
H -6.684 -0.474 1.182
H -5.267 0.062 0.443
H -5.465 -0.194 3.241
H -4.589 -3.060 2.998
C 2.929 -1.258 5.236
O 4.144 -1.318 5.378
N 2.344 -0.858 4.066
N 2.032 -1.720 6.153
H 1.377 -1.029 3.845
H 2.791 -0.191 3.455
H 1.055 -1.617 5.934
H 2.334 -2.165 6.997
C 3.139 0.350 -3.758
O 3.573 1.125 -2.932
N 1.812 -0.006 -3.836
N 3.929 -0.340 -4.654
H 1.137 0.521 -3.311
H 1.538 -0.600 -4.593
H 3.585 -1.165 -5.105
H 4.916 -0.247 -4.490
C -0.796 -2.415 -4.331
O -1.000 -1.451 -5.070
N 0.424 -3.037 -4.322
N -1.812 -3.034 -3.651
H 0.421 -3.926 -3.855
H 1.092 -2.725 -4.995
H -2.714 -3.066 -4.088
H -1.587 -3.686 -2.921
C -3.740 4.505 -2.847
O -4.433 3.566 -3.244
N -4.139 5.449 -1.929
N -2.501 4.732 -3.367
H -5.075 5.363 -1.578
H -3.748 6.370 -2.006
H -2.198 4.207 -4.182
H -1.863 5.403 -2.973
C 0.895 7.110 -2.391
O 0.548 7.369 -3.530
N 0.437 5.993 -1.727
N 1.722 7.938 -1.679
H 0.324 5.214 -2.357
H 0.746 5.776 -0.796
H 1.955 8.808 -2.118
H 2.119 7.643 -0.809
C -2.510 2.369 3.995
O -1.403 2.790 4.281
N -3.515 2.274 4.945
N -2.892 1.993 2.746
H -4.451 2.079 4.641
H -3.322 2.573 5.880
H -3.815 1.608 2.589
H -2.187 2.114 2.041
C 0.111 -4.572 2.796
O 0.291 -5.582 2.128
N 1.047 -4.037 3.625
N -1.094 -3.891 2.790
H 1.864 -4.601 3.771
H 0.823 -3.295 4.267
H -1.841 -4.341 2.294
H -1.295 -3.319 3.594
C -1.693 -1.107 4.896
O -0.533 -1.545 4.861
N -2.506 -1.273 3.832
N -2.258 -0.684 6.053
H -3.491 -1.075 3.810
H -2.155 -1.587 2.945
H -1.727 -0.689 6.903
H -3.221 -0.405 6.095
C -1.701 2.291 -5.533
O -1.480 3.482 -5.795
N -0.788 1.319 -5.830
N -2.873 1.863 -4.987
H -1.066 0.410 -5.477
H 0.103 1.607 -6.179
H -2.989 0.886 -4.788
H -3.556 2.537 -4.663
*
```

Maximum force in hartree/bohr: 0.0638
Highest occupied orbital energy in eV: -7.53
Orbital gap in eV: 7.2
E_LUMO in eV: -0.38
ΔE to the lowest compared entry with this formula, charge and spin in kJ/mol: 9.2

Mulliken atomic charge list, values in e, 2 entries: number 1, C, carries -2.315; number 2, C, carries 2.562

***

Here is C33H93FN16O11P5Ti as an isolated structure from the Open Molecules 2025 dataset. Energies are from ωB97M-V/def2-TZVPD.

Structure (ORCA input):
```
! wB97M-V def2-TZVPD RIJCOSX def2/J DEFGRID3
* xyz 0 4
Ti 3.390 0.848 -3.101
N 0.643 -1.428 0.180
O 0.637 -0.238 0.026
O 0.019 -2.062 1.044
O 1.361 -2.017 -0.587
C 5.543 -5.981 4.472
C 4.375 -5.010 4.700
O 4.800 -3.925 3.999
C 6.121 -3.977 3.656
O 6.672 -3.158 3.020
O 6.556 -5.101 4.032
F 4.204 -4.751 5.998
H 5.094 -6.707 3.794
H 5.905 -6.547 5.331
H 3.441 -5.373 4.271
O 0.065 0.423 -7.361
P -0.764 0.003 -8.517
N -2.218 -0.677 -8.090
C -3.526 -0.382 -8.712
C -2.434 -1.413 -6.811
N 0.008 -1.199 -9.442
C -0.675 -2.137 -10.352
C 1.508 -1.123 -9.567
N -1.182 1.346 -9.534
C -1.102 1.373 -11.001
C -0.877 2.687 -8.895
H -4.348 -0.644 -8.047
H -3.490 -0.874 -9.683
H -3.720 0.661 -8.963
H -3.269 -0.947 -6.288
H -1.565 -1.237 -6.177
H -2.588 -2.445 -7.126
H -0.976 -2.999 -9.756
H -1.605 -1.796 -10.805
H -0.001 -2.405 -11.166
H 1.965 -2.066 -9.866
H 1.894 -0.202 -10.005
H 1.750 -0.907 -8.526
H -1.346 0.438 -11.503
H -1.690 2.147 -11.495
H -0.091 1.612 -11.330
H 0.205 2.812 -8.908
H -1.132 2.751 -7.837
H -1.477 3.491 -9.323
O -7.259 -5.208 8.224
P -6.025 -5.183 7.360
N -6.280 -3.991 6.190
C -7.657 -3.831 5.747
C -5.166 -3.324 5.547
N -5.905 -6.735 6.622
C -5.444 -7.875 7.349
C -6.700 -6.953 5.433
N -4.519 -5.000 8.223
C -3.181 -4.778 7.530
C -4.441 -5.026 9.745
H -8.135 -4.809 5.682
H -7.808 -3.463 4.732
H -8.192 -3.332 6.555
H -4.298 -3.980 5.606
H -4.768 -2.472 6.098
H -5.510 -3.027 4.557
H -4.449 -7.984 6.918
H -5.373 -7.677 8.418
H -6.000 -8.770 7.072
H -6.453 -7.975 5.145
H -7.765 -6.737 5.511
H -6.303 -6.176 4.780
H -3.146 -5.207 6.528
H -2.920 -3.727 7.405
H -2.421 -5.113 8.236
H -5.376 -4.582 10.086
H -3.641 -4.394 10.131
H -4.453 -6.031 10.165
O 7.466 -1.415 -5.869
P 8.344 -2.593 -6.022
N 9.798 -2.450 -5.161
C 10.766 -3.595 -4.902
C 10.654 -1.262 -4.864
N 8.859 -2.921 -7.654
C 9.168 -4.216 -8.125
C 8.789 -1.876 -8.629
N 7.549 -4.064 -5.293
C 7.503 -4.075 -3.843
C 6.416 -4.609 -6.068
H 11.303 -3.453 -3.964
H 11.481 -3.617 -5.724
H 10.380 -4.600 -5.072
H 10.178 -0.784 -4.008
H 10.669 -0.636 -5.756
H 11.672 -1.347 -4.485
H 9.091 -4.931 -7.305
H 8.530 -4.657 -8.891
H 10.177 -4.184 -8.536
H 9.203 -1.004 -8.122
H 9.473 -2.006 -9.467
H 7.748 -1.651 -8.862
H 6.675 -4.737 -3.590
H 8.472 -4.471 -3.538
H 7.334 -3.078 -3.436
H 6.062 -5.571 -5.696
H 6.660 -4.721 -7.124
H 5.655 -3.830 -6.013
O -8.903 5.376 0.169
P -7.523 5.816 0.472
N -6.262 4.849 -0.096
C -4.912 5.298 -0.394
C -6.463 3.518 -0.667
N -7.268 6.003 2.159
C -6.925 4.815 2.938
C -8.204 6.765 2.912
N -7.283 7.445 -0.165
C -6.231 8.373 0.488
C -8.473 8.066 -0.860
H -4.020 4.672 -0.386
H -4.581 6.134 0.223
H -4.708 5.640 -1.408
H -6.578 3.768 -1.722
H -7.337 3.089 -0.176
H -5.617 2.854 -0.488
H -6.689 4.931 3.996
H -7.709 4.111 2.659
H -6.173 4.213 2.429
H -8.453 7.647 2.323
H -8.939 6.093 3.356
H -7.710 7.405 3.643
H -5.828 9.122 -0.194
H -6.794 8.863 1.283
H -5.382 7.788 0.839
H -8.329 9.079 -1.235
H -9.341 7.880 -0.227
H -8.653 7.462 -1.749
O 2.885 6.145 7.531
P 2.719 5.043 6.553
N 3.803 5.358 5.171
C 4.871 6.403 5.190
C 3.862 4.381 4.058
N 1.104 4.706 5.976
C 0.308 3.679 6.723
C 0.355 5.784 5.344
N 3.200 3.576 7.232
C 3.527 3.501 8.757
C 3.218 2.303 6.472
H 4.598 7.194 5.888
H 5.028 6.845 4.206
H 5.830 5.977 5.486
H 4.815 4.591 3.572
H 3.010 4.410 3.379
H 3.858 3.331 4.352
H -0.740 3.761 7.010
H 0.427 2.686 6.291
H 0.820 3.569 7.679
H 0.043 6.658 5.917
H 1.035 6.153 4.576
H -0.605 5.434 4.966
H 4.402 4.139 8.878
H 2.762 3.937 9.399
H 3.863 2.539 9.145
H 2.505 2.167 5.659
H 3.078 1.485 7.179
H 4.138 2.022 5.961
*
```

Maximum force in hartree/bohr: 0.0998
Highest occupied orbital energy (alpha / beta) in eV: -6.82 / -6.82
Orbital gap (alpha / beta) in eV: 4.3 / 4.7
E_LUMO (alpha / beta) in eV: -2.52 / -2.17
ΔE to the lowest compared entry with this formula, charge and spin in kJ/mol: 1169.2

Mulliken atomic charge list, values in e, 2 entries: number 1, Ti, carries 0.987; number 2, N, carries 1.047